14
Properties=species:S:1:pos:R:3:forces:R:3:mulliken_charge:R:1 method="wB97M-V/def2-TZVPD" relative_energy_kj_mol=368.2 smiles="S=C(S)NN1N=CCO1"
S 2.7149 1.4928 -0.0449 -0.5 -0.2 -0.1 -0.2532
C 2.2146 -0.0586 0.0416 2.0 0.4 -0.2 0.3540
S 3.3280 -1.4209 -0.0090 2.0 0.3 -1.3 -0.2533
N 1.0371 -0.6039 0.3214 -5.1 1.3 0.7 -0.3012
N -0.0941 0.3851 0.4498 3.9 0.4 -2.1 0.4127
N -0.9867 0.1774 1.3579 -1.6 -2.2 1.9 -0.6277
C -2.1633 0.0971 0.8783 -0.9 1.8 -1.2 -0.0798
C -2.0935 0.4332 -0.6613 -1.0 -1.0 1.9 -0.3109
O -0.7191 0.5226 -0.8688 0.7 -1.3 -0.2 -0.3030
H 4.3648 -0.7643 -0.7508 -1.5 -0.8 1.1 0.1744
H 0.6835 -1.4676 -0.1175 0.7 0.5 0.3 0.3267
H -3.1245 0.1079 1.4591 1.4 -0.2 -0.4 0.3528
H -2.7285 -0.3168 -1.1767 0.9 0.2 -0.4 0.2441
H -2.4333 1.4162 -0.8791 -1.0 0.9 0.0 0.2642

=====

12
Properties=species:S:1:pos:R:3:forces:R:3:mulliken_charge:R:1 method="wB97M-V/def2-TZVPD" relative_energy_kj_mol=230.5
H 1.9780 -0.4912 0.5625 0.6 1.8 1.5 0.1804
N 1.9136 -1.2794 -0.0013 -0.6 -2.1 -1.4 -0.5233
C 0.7515 -1.3766 -0.4326 -1.8 0.7 -1.1 0.1637
N -0.3990 -0.3800 -0.2147 0.5 -1.3 -1.0 0.0453
C -0.2322 0.8254 0.4426 -2.0 0.4 -1.3 0.1503
S 1.0660 1.3740 1.2438 -0.2 0.2 0.2 -0.3687
C -1.5624 -0.7369 -1.0692 -0.2 0.2 -0.2 0.2991
N -2.6441 -0.0981 -1.3268 1.4 1.9 1.9 -0.5971
H -2.7370 0.9107 -0.8149 0.5 -3.1 -1.4 0.2552
H 0.4112 -2.1488 -1.1916 0.5 0.8 1.2 0.1994
H -1.1456 1.5464 0.2934 1.6 -1.5 0.3 -0.0105
H -1.3967 -1.7695 -1.5947 -0.4 2.1 1.1 0.2062

=====

12
Properties=species:S:1:pos:R:3:forces:R:3:mulliken_charge:R:1 method="wB97M-V/def2-TZVPD" relative_energy_kj_mol=403.4 smiles="NN1C=NC(=S)C1"
N 0.6046 1.8411 -0.2689 2.4 -0.8 -2.5 -0.6032
N 0.1082 0.4146 -0.5580 2.1 1.3 1.1 0.0381
C 1.0889 -0.6151 -0.3107 -2.4 0.9 0.3 -0.1096
N 0.5601 -1.6993 0.1647 1.7 0.1 -0.5 -0.4163
C -0.7454 -1.4246 0.4012 -2.7 -5.2 1.8 0.0485
S -1.9132 -2.6799 0.7639 2.3 2.7 -0.8 -0.2476
C -1.0158 -0.0234 0.3356 -1.8 1.2 -2.5 -0.1607
H 1.7696 1.6423 0.0113 -4.3 1.4 -1.6 0.2849
H 0.4484 2.4864 -1.3063 1.2 -2.8 3.9 0.2990
H 2.1588 -0.4599 -0.4162 -0.2 0.1 -0.5 0.3429
H -2.0798 0.0262 -0.0821 1.6 0.7 0.3 0.2564
H -0.9846 0.4915 1.2654 0.2 0.4 0.9 0.2674

=====

12
Properties=species:S:1:pos:R:3:forces:R:3:mulliken_charge:R:1 method="wB97M-V/def2-TZVPD" relative_energy_kj_mol=71.7 smiles="[H]/N=c1/[nH]cc(S)[nH]1"
H 1.3089 1.8324 1.7553 0.2 0.4 -0.1 0.2163
N 1.4249 1.8735 0.7421 0.4 0.6 1.1 -0.6812
C 0.7440 0.9364 0.2560 -0.8 -0.9 -1.1 0.2175
N 0.7110 0.6294 -1.1107 -0.5 -0.4 0.2 -0.1378
C -0.1760 -0.4308 -1.3264 -1.6 -0.3 1.0 -0.2790
C -0.7012 -0.8023 -0.0974 0.2 -0.2 -2.5 -0.0008
S -1.9454 -1.9362 0.3985 0.2 0.0 -0.4 -0.2723
N -0.1068 -0.0199 0.8500 1.2 1.3 0.8 -0.1184
H 0.9343 1.3148 -1.8267 0.1 -0.3 0.5 0.2737
H -0.5315 -0.7036 -2.3242 0.5 -0.1 0.6 0.3826
H -1.1170 -2.8464 0.9410 0.0 0.0 0.0 0.1377
H -0.5451 0.1527 1.7427 0.2 -0.1 -0.1 0.2616

=====

12
Properties=species:S:1:pos:R:3:forces:R:3:mulliken_charge:R:1 method="wB97M-V/def2-TZVPD" relative_energy_kj_mol=472.3 charge=+1
H 2.5546 1.3236 0.9608 -0.3 -1.3 -0.1 0.3072
N 2.5685 0.8028 0.0373 1.1 2.4 -0.2 -0.4522
N 1.6470 0.1379 -0.2907 1.1 -1.7 0.1 0.3880
C 0.5196 -0.4663 -0.1175 -1.0 1.6 -0.2 0.3483
N 0.3028 -1.7353 -0.1241 2.4 -3.9 0.4 -0.3080
C -0.5356 0.4763 -0.1349 -1.7 0.6 -0.1 0.3659
N -0.7319 1.7108 -0.1429 0.9 -0.1 0.6 -0.4362
C -1.9260 0.7743 -0.0188 -1.9 1.1 -0.9 -0.2312
H -0.5068 -2.3428 -0.0473 -0.7 1.3 -0.1 0.2662
H 1.1282 -2.3744 -0.1156 -0.6 1.0 0.0 0.2744
H -2.5321 0.9391 -0.9309 0.1 -0.8 0.7 0.2247
H -2.4882 0.7541 0.9247 0.5 0.0 -0.3 0.2529

=====

15
Properties=species:S:1:pos:R:3:forces:R:3:mulliken_charge:R:1 method="wB97M-V/def2-TZVPD" relative_energy_kj_mol=147.6 charge=-1
N 0.7842 0.7208 -0.9437 0.9 -0.3 0.1 -0.6621
N -0.2239 1.0963 -1.7085 -0.1 0.4 -0.6 0.3865
N -1.4298 1.2970 -1.2708 -0.1 -0.2 -1.0 -0.7227
N -1.5788 1.2649 0.0099 -0.4 0.6 -0.1 0.0361
C -0.7789 0.6529 0.8504 0.3 -0.5 0.8 0.3209
S -0.4835 1.3667 2.3633 0.2 0.6 0.4 -0.5594
C -0.4661 -0.8250 0.7182 -0.1 0.0 -0.3 -0.6077
C -1.2212 -1.7098 1.7043 -0.2 0.0 0.0 0.6493
O -1.7599 -2.7360 1.3517 0.1 -0.1 0.0 -0.6472
O -1.2104 -1.3237 2.9654 -0.1 0.0 0.2 -0.4597
H 1.6536 1.1399 -1.2838 -0.4 0.2 -0.2 0.1145
H -0.1099 1.4026 -2.6820 -0.1 -0.2 0.6 0.2597
H 0.6007 -0.9624 0.9129 -0.1 0.1 -0.1 0.3209
H -0.6882 -1.1768 -0.2909 0.0 0.0 0.2 0.2969
H -0.8707 -0.3476 3.0045 0.0 -0.5 0.0 0.2742

=====

13
Properties=species:S:1:pos:R:3:forces:R:3:mulliken_charge:R:1 method="wB97M-V/def2-TZVPD" relative_energy_kj_mol=307.0
H 1.0447 3.0525 0.9907 -0.2 0.2 0.2 0.2599
N 0.5890 2.1503 1.0808 0.4 0.4 0.9 -0.5259
C 0.4191 1.6833 -0.0648 0.3 0.6 -0.9 0.0217
N -0.1171 0.4192 -0.2502 0.1 -0.5 -0.3 0.2057
N -0.0782 -0.1100 -1.5630 0.2 -0.6 0.1 -0.2331
N -0.4326 -1.4373 -1.4661 -0.2 1.3 -0.9 -0.5036
C -0.4618 -1.7686 -0.2370 0.6 1.7 -1.1 -0.4712
C -0.1178 -0.6949 0.6586 0.0 2.2 0.1 0.5362
N 0.1437 -0.5757 1.8950 -0.1 -0.5 -0.4 -0.6000
H 0.1401 -1.5187 2.2641 -0.1 -0.2 0.5 0.2323
H 0.6612 2.3034 -0.9762 -0.3 -1.2 0.4 0.3048
H -0.6957 0.3669 -2.2152 0.0 -0.1 0.2 0.2773
H -0.9213 -2.6489 -0.0802 -0.8 -3.2 1.3 0.4959

=====

13
Properties=species:S:1:pos:R:3:forces:R:3:mulliken_charge:R:1 method="wB97M-V/def2-TZVPD" relative_energy_kj_mol=437.0 smiles="[H]/N=C1C=N/C(=N/[H])N/1N"
H -2.5110 0.5251 0.0900 -0.8 3.5 0.0 0.2680
N -2.3302 -0.4042 0.2025 4.5 -4.1 -1.2 -0.6693
C -1.0163 -0.5844 -0.0406 -6.6 1.0 1.8 0.4654
C -0.3693 -1.8325 -0.0358 3.1 0.1 -0.1 -0.0031
N 0.9428 -1.6988 0.0426 -3.4 -2.0 0.7 -0.6088
C 1.2252 -0.3233 0.1232 1.0 -1.5 -2.2 0.3148
N 2.5013 -0.1007 0.1049 -3.2 -1.1 0.7 -0.5104
H 2.6647 0.8041 -0.1746 0.9 3.2 -0.4 0.2360
N -0.0820 0.3451 -0.1588 5.5 -4.1 -0.9 0.5410
N -0.3504 1.5632 0.0230 2.3 9.6 4.4 -0.9985
H -1.0435 -2.6161 -0.2521 0.3 -1.7 0.2 0.4102
H -0.1104 2.2637 -0.6738 -0.4 -0.9 -1.4 0.2589
H 0.4792 2.0586 0.7495 -3.2 -2.0 -1.5 0.2960

=====

13
Properties=species:S:1:pos:R:3:forces:R:3:mulliken_charge:R:1 method="wB97M-V/def2-TZVPD" relative_energy_kj_mol=394.9 smiles=C1CN1c1nn[nH]n1
C -1.2188 -1.2801 0.1286 2.6 -2.9 2.1 -0.3401
C -1.8444 -0.1581 -0.4265 -2.1 3.6 -2.3 -0.2174
N -0.8864 0.1483 0.5957 0.1 -0.8 1.0 -0.3976
C 0.3788 0.5859 0.1932 -0.9 -2.7 -2.5 0.6710
N 1.0411 0.2465 -0.9674 -1.9 -0.9 -2.5 -0.0920
N 2.2950 0.5111 -0.8990 -2.2 0.7 3.1 -0.5735
N 2.3273 0.9604 0.3878 4.9 1.3 -0.8 0.3681
N 1.2182 1.0220 1.0230 1.3 1.6 3.1 -0.6083
H -0.3680 -1.8926 -0.3148 -1.3 1.2 0.3 0.2580
H -1.7736 -1.8449 0.9411 0.7 0.7 -1.2 0.1973
H -2.9103 -0.0687 -0.0020 1.5 0.5 -1.4 0.1926
H -1.4707 0.3974 -1.3849 -1.6 -1.8 1.2 0.2796
H 3.2118 1.3728 0.7251 -1.0 -0.4 0.0 0.2624

=====

14
Properties=species:S:1:pos:R:3:forces:R:3:mulliken_charge:R:1 method="wB97M-V/def2-TZVPD" relative_energy_kj_mol=817.2
C 0.6064 0.2350 0.3152 -2.4 -0.9 0.9 0.5081
C -0.7838 0.6588 -1.2928 -1.1 2.3 -1.2 0.0187
C 0.1027 -1.1719 -0.1148 -3.3 0.9 -1.7 0.2603
H 2.3285 1.8418 2.4640 -2.9 0.4 -3.1 0.2797
H 1.4455 2.5485 0.8930 0.3 -1.3 1.4 0.2770
H -1.3153 1.3678 -2.1296 1.0 -2.5 2.2 0.3234
H -2.8681 -2.2074 -0.8852 2.1 1.2 -2.0 0.2348
H 0.4137 -2.3677 1.1093 0.7 -0.9 2.0 0.2765
N 1.5024 1.8422 1.6813 1.4 -1.1 1.6 -0.4433
N 1.1909 0.5178 1.3943 2.8 0.9 1.0 -0.3060
N -0.1654 1.2097 -0.3138 1.2 0.9 -1.7 -0.5643
N -0.6786 -0.6967 -1.2892 -1.9 -2.5 -2.9 0.2166
N -0.1943 -2.3407 0.3330 1.2 2.1 -1.5 -0.6052
O -1.5845 -1.4373 -2.1646 1.0 0.6 5.2 -0.4763

=====

14
Properties=species:S:1:pos:R:3:forces:R:3:mulliken_charge:R:1 method="wB97M-V/def2-TZVPD" relative_energy_kj_mol=0.0 smiles="[H]/N=c1/[nH]cn[nH]1.N=C=S"
H -1.9405 1.0678 -0.3627 1.2 -0.3 -0.6 0.1596
N -1.0069 0.7523 -0.7234 -3.6 2.2 -1.6 -0.6315
C -0.4114 0.0605 0.1196 0.3 -0.4 -0.1 0.2469
N 0.8013 -0.5109 -0.1282 -1.5 -0.4 3.7 0.1009
C 1.0573 -1.1128 1.1089 3.0 -2.0 0.0 -0.1709
N 0.1538 -1.0122 2.0122 0.6 -0.3 -0.6 -0.6206
N -0.7707 -0.2798 1.3690 -2.5 1.2 0.3 0.1833
H 1.1513 -0.4318 -1.0463 1.2 -0.6 -0.4 0.0947
H 1.9401 -1.7141 1.3480 -0.2 0.5 -0.5 0.3929
H -1.7387 -0.1438 1.6648 0.9 -0.3 0.3 0.2516
N 0.9362 1.5597 -2.3869 1.4 1.0 -0.7 -0.3782
C 1.8189 0.7969 -2.5618 -1.9 2.0 -0.1 0.4607
S 2.9986 -0.1230 -2.7585 3.1 -2.4 -0.5 -0.4655
H -0.0200 1.4185 -2.2337 -2.1 -0.1 0.8 0.3760

=====

10
Properties=species:S:1:pos:R:3:forces:R:3:mulliken_charge:R:1 method="wB97M-V/def2-TZVPD" relative_energy_kj_mol=179.1 smiles=COCC#N
C -1.5155 -0.5703 0.1132 1.9 2.2 2.8 -0.6425
O -0.1203 -0.6286 -0.1907 1.0 -0.1 -0.3 -0.3225
C 0.6954 0.5057 -0.1828 -0.5 1.9 0.5 -0.2387
C 2.1146 0.2243 0.0352 -0.2 -1.1 -0.9 0.1996
N 3.2105 -0.1128 0.0425 0.2 0.2 0.3 -0.3672
H -1.6744 -0.7317 1.2591 0.1 1.1 -1.8 0.2406
H -1.8283 -1.4489 -0.2637 -1.6 -2.8 -1.7 0.2703
H -1.9750 0.3037 -0.3658 -0.2 -0.2 0.5 0.3120
H 0.6144 1.2178 -1.0354 0.0 -1.0 -0.4 0.2734
H 0.4786 1.2409 0.5884 -0.6 -0.2 0.9 0.2750

=====

10
Properties=species:S:1:pos:R:3:forces:R:3:mulliken_charge:R:1 method="wB97M-V/def2-TZVPD" relative_energy_kj_mol=426.4
O -1.6571 -0.7150 0.8559 0.0 0.1 0.1 -0.3872
C -0.8616 0.1624 0.1355 -0.1 -0.1 -0.3 0.0359
C -1.0080 -1.1779 -0.3671 0.0 -0.2 -0.3 -0.2786
C 1.4188 0.8752 -0.0470 0.6 -0.1 -0.4 -0.5146
N 0.2421 0.8287 0.5686 -0.6 0.2 0.6 -0.0768
H -0.2844 -1.9729 -0.1861 0.0 0.2 0.0 0.2702
H -1.6487 -1.3195 -1.2362 -0.1 -0.1 0.3 0.2103
H 1.6276 0.0827 -0.7539 0.0 0.2 0.0 0.2515
H 1.9629 1.8096 -0.0822 0.0 -0.2 0.2 0.2451
H 0.0619 1.5105 1.2999 0.0 -0.1 -0.2 0.2441

=====

10
Properties=species:S:1:pos:R:3:forces:R:3:mulliken_charge:R:1 method="wB97M-V/def2-TZVPD" relative_energy_kj_mol=50.3 smiles="C=CNC=O"
C -0.2987 -1.4360 -1.7389 -0.7 0.2 -0.1 -0.7788
C -0.4000 -0.4528 -0.8439 -0.2 1.0 0.3 0.0833
N 0.4579 -0.3049 0.2901 -0.5 -1.6 -1.4 -0.1464
C 0.4091 0.6548 1.2180 -0.9 2.6 -0.4 0.0797
O -0.2404 1.6935 1.0991 0.5 -1.3 0.4 -0.5662
H -0.9424 -1.5500 -2.6186 0.0 0.5 0.6 0.2380
H 0.3743 -2.2581 -1.6399 0.7 -0.3 0.3 0.2514
H -1.1450 0.3686 -0.8835 0.6 -0.7 -0.2 0.2915
H 1.0926 -1.0600 0.4477 0.3 -0.3 0.2 0.2045
H 1.0754 0.4900 2.0594 0.2 -0.2 0.4 0.3431

=====

10
Properties=species:S:1:pos:R:3:forces:R:3:mulliken_charge:R:1 method="wB97M-V/def2-TZVPD" relative_energy_kj_mol=369.0 smiles="C=C[N+](=C)[O-]"
C -1.3927 0.9364 0.0104 -2.0 2.2 1.4 -0.5265
C -0.4788 0.0168 -0.0214 -1.0 -1.9 -0.9 -0.0496
N 0.8570 0.4454 0.0263 1.0 -1.6 -1.2 0.5136
C 1.6985 -0.5323 -0.0161 -1.0 -3.3 1.3 -0.3792
O 1.1264 1.6452 -0.0319 0.5 1.6 0.4 -0.6789
H -2.4705 0.6751 0.1889 1.2 0.4 -0.7 0.2509
H -1.0164 2.0211 0.1243 -0.9 -1.9 -0.3 0.2733
H -0.5747 -1.0841 -0.2278 -0.2 1.5 0.7 0.1424
H 2.6790 -0.4086 0.2746 2.1 0.9 -0.1 0.3078
H 1.3361 -1.6158 0.1524 0.3 2.2 -0.6 0.1463

=====

10
Properties=species:S:1:pos:R:3:forces:R:3:mulliken_charge:R:1 method="wB97M-V/def2-TZVPD" relative_energy_kj_mol=206.3 smiles=C[C@H](O)C#N
C -0.5875 -0.5122 0.2415 0.6 4.5 -3.1 -0.9580
C 0.1789 0.5925 -1.0465 -0.4 -1.7 1.9 0.1957
O 0.4182 1.8700 -0.5251 0.0 0.9 0.5 -0.5274
C -0.8813 0.5539 -2.0421 -0.9 0.9 -0.4 0.1427
N -1.8090 0.4969 -2.7291 0.8 -0.1 0.4 -0.4009
H -1.2644 -1.1106 -0.3685 -0.2 0.1 0.9 0.3840
H 0.3023 -0.9333 0.5131 1.8 -1.8 1.3 0.3224
H -0.8934 0.3133 0.9474 -0.4 -1.4 -0.8 0.2739
H 1.1055 0.2385 -1.5443 -0.5 -0.5 0.7 0.2422
H 1.0621 1.9455 0.2252 -0.8 -0.9 -1.2 0.3253

=====

10
Properties=species:S:1:pos:R:3:forces:R:3:mulliken_charge:R:1 method="wB97M-V/def2-TZVPD" relative_energy_kj_mol=587.3
C 0.4802 -0.6362 0.4018 -0.6 -3.3 2.0 -0.1793
C 1.6178 -0.2007 -0.0948 6.8 3.5 0.7 -0.0166
C -1.3650 0.3031 -0.2991 -0.6 0.2 -0.7 -0.7348
N 1.4055 0.8820 -0.6956 0.0 1.1 -1.8 -0.4020
O -0.4445 -0.7869 -0.4788 -3.8 -0.9 -1.3 -0.3126
H 0.4764 -0.9975 1.4201 -0.9 0.0 0.4 0.4166
H 2.6230 -0.1529 0.4375 -0.7 -1.3 -0.5 0.3091
H -1.0027 1.0837 -1.0263 -0.4 -0.2 1.6 0.3114
H -1.3626 0.3659 0.7746 0.2 1.8 0.5 0.3236
H -2.4281 0.1395 -0.4395 -0.1 -1.0 -1.0 0.2846

=====

10
Properties=species:S:1:pos:R:3:forces:R:3:mulliken_charge:R:1 method="wB97M-V/def2-TZVPD" relative_energy_kj_mol=61.1 smiles="C1=NCCO1"
C 1.4360 -0.0066 -0.2284 0.4 0.5 0.1 0.1219
N 0.8957 1.0754 0.1512 0.4 -0.3 -0.1 -0.5129
C -0.5340 0.7883 0.2111 -0.8 -0.1 -0.1 -0.3491
C -0.6493 -0.7302 0.0180 -0.1 0.0 0.0 -0.2399
O 0.6837 -1.1040 -0.4172 -0.5 -0.3 -0.1 -0.3729
H 2.4982 -0.1593 -0.4358 -0.4 0.2 0.1 0.3614
H -1.0411 1.3043 -0.6163 0.1 0.1 0.2 0.2361
H -1.0166 1.1033 1.1405 0.3 0.2 -0.1 0.2806
H -0.8879 -1.2957 0.9285 0.2 0.2 -0.2 0.2392
H -1.3867 -0.9673 -0.7500 0.3 -0.3 0.0 0.2355

=====

10
Properties=species:S:1:pos:R:3:forces:R:3:mulliken_charge:R:1 method="wB97M-V/def2-TZVPD" relative_energy_kj_mol=258.9 smiles="[H]/N=C/[C@@H]1CO1"
H -2.8442 0.0547 0.4464 -1.8 -0.7 1.4 0.2578
N -2.1165 -0.0459 -0.1980 2.8 1.3 0.2 -0.5936
C -1.0215 0.2391 0.4146 1.2 0.3 -3.1 -0.1902
C 0.2709 0.5074 -0.3943 -0.1 -3.0 -1.7 0.0994
C 1.3834 -0.5822 -0.1422 -0.7 1.5 -1.6 -0.3871
O 1.4134 0.7570 0.3032 1.2 0.7 1.8 -0.3918
H -0.6940 0.3071 1.4467 -1.0 0.1 0.8 0.3549
H 0.3558 0.8333 -1.4681 -1.0 0.0 1.2 0.3628
H 1.1661 -1.3450 0.6055 0.4 0.1 -0.2 0.2550
H 2.0865 -0.7254 -1.0138 -0.9 -0.4 1.2 0.2328

=====

10
Properties=species:S:1:pos:R:3:forces:R:3:mulliken_charge:R:1 method="wB97M-V/def2-TZVPD" relative_energy_kj_mol=228.1 smiles="C=C=N.C=O"
C 0.0354 -0.4753 -1.8821 -0.1 0.0 0.1 -0.8590
C -0.8679 -0.0488 -1.0398 -0.2 0.1 0.2 0.6108
N -1.7520 0.2770 -0.2469 0.4 -0.1 -0.4 -0.5350
H 0.7416 -1.2322 -1.5672 -0.1 0.1 0.1 0.2575
H 0.1174 -0.0608 -2.8761 -0.1 0.0 0.0 0.2487
H -1.5010 1.0684 0.3465 -0.1 0.0 -0.1 0.2949
C 0.7243 -0.2083 1.6719 0.3 -0.1 -0.2 -0.2162
O 1.5378 -0.6062 0.8777 -0.3 0.1 0.4 -0.3794
H 0.6715 0.8603 1.9609 0.0 -0.1 0.0 0.2908
H -0.0090 -0.8796 2.1573 0.1 0.0 -0.1 0.2868